(1)
The following is a quantum chemistry calculation of 10 unconnected molecules or ions with the total composition C34H44N10 at a distorted geometry, from the Open Molecules 2025 dataset.

The geometry in XYZ format:
```
88
Properties=species:S:1:pos:R:3:forces:R:3:mulliken_charge:R:1
C -9.1126 0.4441 -3.0240 1.1 -1.1 0.8 -0.40
C -10.0700 -0.5314 -3.2914 -2.4 0.2 -1.3 -0.40
C -11.3103 0.1663 -3.5720 2.5 -1.3 0.7 -0.45
N -10.9985 1.4580 -3.3337 -1.7 1.2 -0.4 0.01
C -9.7172 1.6460 -2.9988 0.4 1.5 0.4 -0.42
H -8.0874 0.2070 -2.7810 0.0 0.2 0.0 0.38
H -9.8148 -1.5789 -3.3558 -0.5 0.0 -0.1 0.37
H -12.3068 -0.0479 -3.9290 0.3 -0.5 0.2 0.36
H -11.6459 2.2175 -3.4889 0.1 -0.2 0.1 0.20
H -9.3821 2.6178 -2.6676 0.1 -0.1 -0.3 0.36
C -8.1795 2.5523 4.2231 0.2 -1.2 -2.8 -0.41
C -9.4872 2.0456 4.5333 0.4 0.5 1.1 -0.43
C -9.8737 1.0831 3.6305 1.9 1.6 -0.9 -0.49
N -8.8543 1.1275 2.6769 -0.8 -1.7 -1.0 -0.02
C -7.8232 1.9613 2.9578 -1.3 0.7 3.1 -0.31
H -7.4977 3.2223 4.7257 -0.5 0.1 0.3 0.37
H -10.0838 2.4205 5.3519 0.0 -0.3 0.1 0.37
H -10.7535 0.4758 3.4768 0.1 0.2 0.1 0.35
H -8.9085 0.5196 1.8722 0.3 0.2 0.0 0.19
H -6.9280 2.0496 2.3601 -0.2 -0.1 0.0 0.37
C -1.6678 5.5452 0.1118 -2.0 0.5 -2.6 -0.28
C -0.3373 5.8481 -0.2275 -0.3 0.5 -0.1 -0.54
C -0.3410 6.1458 -1.5854 3.7 -0.1 0.5 -0.48
N -1.5057 5.9376 -2.1310 -3.2 -0.2 0.9 0.02
C -2.4179 5.6519 -1.1094 1.1 -0.8 0.6 -0.49
H -2.1317 5.4045 1.0769 0.2 -0.2 -0.1 0.40
H 0.4438 5.9144 0.5155 0.2 0.1 -0.4 0.40
H 0.4378 6.4318 -2.2769 0.4 0.0 0.5 0.39
H -1.6847 6.0130 -3.1222 -0.2 0.1 0.4 0.20
H -3.4363 5.4305 -1.3929 0.0 0.1 0.4 0.37
C 1.4019 -1.5403 -1.7254 1.3 2.7 1.3 -0.47
C -0.0071 -1.4402 -1.6118 0.4 -1.5 -0.9 -0.40
C -0.3551 -0.1406 -1.5371 -0.3 1.3 0.5 -0.56
N 0.7860 0.6165 -1.4406 -0.1 -0.8 -0.1 0.00
C 1.8988 -0.2075 -1.5115 -1.6 -0.8 -0.4 -0.38
H 2.0057 -2.4332 -1.7940 -0.1 0.1 0.0 0.41
H -0.6459 -2.3098 -1.6568 -0.2 0.3 -0.1 0.40
H -1.3157 0.3530 -1.5374 0.0 -0.2 0.1 0.40
H 0.7522 1.6068 -1.2449 0.3 -0.3 -0.1 0.20
H 2.8342 0.3136 -1.3707 0.3 -0.7 -0.2 0.40
C 2.7861 -1.3718 5.1882 2.0 -0.3 2.7 -0.50
C 1.6189 -0.7320 4.8739 -2.0 2.2 -0.7 -0.40
C 1.1506 0.0109 5.9522 1.2 -0.9 1.1 -0.43
N 2.0121 -0.2839 7.0125 0.6 -0.4 -1.1 -0.03
C 3.0420 -1.0996 6.5598 -1.2 0.2 -1.1 -0.39
H 3.4704 -1.8907 4.5334 -0.3 -0.2 0.1 0.38
H 1.1714 -0.6353 3.8958 0.0 -0.2 0.0 0.41
H 0.3685 0.7375 6.1161 -0.1 -0.3 -0.3 0.37
H 1.9946 0.0871 7.9517 -0.2 0.0 -0.3 0.20
H 3.8029 -1.4294 7.2516 0.0 0.0 -0.2 0.37
C 6.1220 5.2612 4.8151 -0.7 -0.2 -0.6 -0.37
C 6.9663 4.9752 3.7046 -1.7 -2.1 -0.5 -0.36
C 6.3201 3.9143 3.0440 2.1 1.1 0.2 -0.31
N 5.1576 3.6300 3.6490 -0.3 -0.7 -0.1 0.00
C 4.9433 4.4468 4.7246 2.6 0.8 0.6 -0.66
H 6.4596 5.9937 5.5334 -0.8 0.0 0.3 0.37
H 7.9479 5.2776 3.3710 -0.1 0.5 0.5 0.37
H 6.8347 3.2572 2.3585 -0.7 0.0 -0.4 0.35
H 4.6863 2.7662 3.4212 -0.4 0.4 0.3 0.25
H 4.1908 4.2144 5.4637 -0.1 0.3 -0.3 0.36
C 9.9837 -1.1882 -1.3221 0.4 -1.2 -1.9 -0.29
C 11.3721 -1.2958 -1.6035 -1.5 0.5 -2.7 -0.28
C 11.4272 -1.4714 -3.0075 2.5 0.0 1.7 -0.47
N 10.1951 -1.6187 -3.5834 2.0 0.4 1.5 0.00
C 9.3285 -1.4799 -2.5604 -1.9 0.9 2.4 -0.63
H 9.7077 -0.9910 -0.2967 -1.0 -0.2 -0.4 0.36
H 12.1734 -1.0986 -0.9068 0.1 -0.2 -0.3 0.38
H 12.3970 -1.4519 -3.4824 -0.4 -0.3 -0.8 0.33
H 10.0448 -1.7006 -4.5788 -0.3 -0.1 0.5 0.22
H 8.2690 -1.5414 -2.7609 0.0 0.0 0.1 0.37
C 3.8717 -7.1460 0.8541 -0.8 -0.9 -0.1 -0.69
C 3.0095 -7.5490 -0.2639 -1.3 -0.5 -1.6 0.27
N 2.3129 -7.8884 -1.1344 1.3 0.7 1.6 -0.36
H 3.2197 -6.8539 1.6773 0.1 0.8 -0.2 0.26
H 4.5972 -6.4137 0.4999 0.0 -0.1 0.5 0.26
H 4.2893 -8.0706 1.2527 0.7 0.1 -0.3 0.26
C 1.0309 -0.0435 -6.9551 -0.5 0.7 -1.2 -0.74
C 2.0295 -1.0382 -7.1134 4.2 -4.9 -1.4 0.32
N 2.8244 -1.9061 -7.3101 -3.2 3.7 1.0 -0.40
H 0.7198 0.3084 -7.9387 0.2 -0.1 -0.4 0.29
H 1.5247 0.8337 -6.5368 -0.8 -0.1 1.0 0.26
H 0.1159 -0.5277 -6.6141 0.2 0.6 1.1 0.27
C -3.2499 -8.7697 -2.6739 -0.4 0.2 -0.4 -0.70
C -3.1499 -9.5267 -1.4632 0.6 1.2 -1.2 0.27
N -3.0609 -10.1137 -0.5054 0.1 -1.5 2.3 -0.32
H -2.6611 -9.2548 -3.4523 -0.3 0.1 -0.1 0.25
H -2.9241 -7.7344 -2.5731 0.0 -0.1 0.2 0.26
H -4.3233 -8.7946 -2.8619 0.1 0.2 -0.8 0.25
```
Forces are in eV/Å.

Properties
SMILES: c1cc[nH]c1.c1cc[nH]c1.c1cc[nH]c1.c1cc[nH]c1.c1cc[nH]c1.c1cc[nH]c1.c1cc[nH]c1.CC#N.CC#N.CC#N
E (Ha): -1869.286313
2S+1: 1

(2)
The following is a quantum chemistry calculation of 2 unconnected molecules or ions with the total composition C6H12O, from the Open Molecules 2025 dataset.

The geometry in XYZ format:
```
19
Properties=species:S:1:pos:R:3:forces:R:3:nbo_charge:R:1
C -1.1293 -0.2279 2.1349 -0.2 -0.1 -0.1 -0.20
C -1.9299 0.0420 1.1568 0.0 -0.2 0.2 -0.20
C -1.3749 1.2350 1.8858 0.0 0.4 0.1 -0.44
H -0.6464 -0.9549 2.7698 -0.1 0.1 -0.1 0.22
H -2.6049 -0.2975 0.3860 0.1 0.0 0.1 0.22
H -0.5967 1.8429 1.4206 -0.2 -0.2 0.1 0.21
H -2.0319 1.7833 2.5660 0.1 -0.1 -0.1 0.17
C 0.7450 -1.6869 -1.6067 0.0 -0.1 0.0 -0.61
C 0.3954 -0.2298 -1.3247 0.0 0.1 0.0 -0.42
C 1.2959 0.3886 -0.2653 0.1 -0.3 0.0 -0.06
O 1.0496 1.7699 -0.0746 0.1 0.2 -0.3 -0.72
H 1.7874 -1.7838 -1.9322 -0.1 0.0 0.0 0.20
H 0.6142 -2.3045 -0.7106 0.0 0.1 -0.1 0.21
H 0.1079 -2.1012 -2.3943 0.1 0.0 0.1 0.21
H -0.6467 -0.1442 -0.9962 0.2 0.0 -0.1 0.21
H 0.4848 0.3574 -2.2506 0.0 -0.1 0.1 0.19
H 2.3530 0.2145 -0.5246 -0.1 0.0 0.0 0.15
H 1.1148 -0.0855 0.7061 0.0 0.1 -0.2 0.18
H 1.0128 2.1825 -0.9462 0.0 0.0 0.1 0.46
```
Forces are in eV/Å.

Properties
SMILES: C1=CC1.CCCO
E (Ha): -310.934971
2S+1: 1

(3)
The following is a quantum chemistry calculation of a molecular structure, C30H43N5RuSi4, from the Open Molecules 2025 dataset.

The geometry in XYZ format:
```
83
Properties=species:S:1:pos:R:3:forces:R:3:lowdin_spin:R:1
Ru 0.1943 -0.9929 -0.5805 0.3 0.0 -0.3 0.81
N -0.2510 -2.1660 -4.7116 -0.1 0.0 0.1 0.00
C -0.5121 -0.8654 -5.0800 0.0 0.0 0.0 0.00
C -0.3679 -0.1219 -3.9523 0.0 0.0 0.0 0.00
N -0.0264 -0.9380 -2.8970 -0.1 -0.2 -0.2 0.01
C 0.0297 -2.1647 -3.3939 0.0 0.1 0.0 0.00
C 0.3605 -3.2834 -2.5353 0.1 -0.1 0.1 0.01
N 0.6252 -3.0640 -1.2634 -0.2 -0.1 0.0 0.02
C 0.8875 -4.2822 -0.6932 0.0 0.0 0.0 0.00
C 0.7857 -5.2483 -1.6455 0.0 0.0 0.0 0.00
N 0.4448 -4.6011 -2.8138 0.1 0.0 0.1 0.00
H -0.3054 -2.9633 -5.3221 0.0 0.0 0.0 0.00
H -0.7537 -0.5958 -6.0918 0.0 0.0 0.0 0.00
H -0.4736 0.9395 -3.8317 -0.1 0.0 0.0 0.00
H 1.1395 -4.3675 0.3502 0.0 0.0 0.0 0.00
H 0.9177 -6.3140 -1.6040 0.0 0.0 0.0 0.00
H 0.3180 -5.0477 -3.7059 0.0 0.0 0.0 0.00
C 2.5556 -2.5926 2.6335 0.1 0.0 0.0 0.00
C 1.5764 -3.0595 3.5080 0.0 0.0 0.0 0.00
C 0.2454 -2.8273 3.2255 0.0 0.0 -0.1 0.00
C -0.0951 -2.1223 2.0679 0.0 0.1 -0.1 0.00
C 0.8765 -1.6296 1.1812 0.0 0.0 0.2 -0.01
C 2.2141 -1.8894 1.4896 -0.1 0.0 0.0 0.00
C -1.4546 -1.8829 1.6217 0.1 0.0 0.0 0.00
C -2.5858 -2.1376 2.4320 -0.1 0.1 -0.1 0.00
C -3.8289 -1.9278 1.9341 0.2 0.0 0.0 0.00
C -3.9740 -1.4996 0.5919 -0.1 0.0 0.1 0.00
C -5.2515 -1.3123 0.0246 0.0 0.0 -0.1 0.00
C -5.3903 -0.9183 -1.2780 0.0 0.0 0.1 0.00
C -4.2377 -0.7058 -2.0509 0.1 0.0 0.0 0.00
C -2.9857 -0.8731 -1.5185 0.0 0.1 -0.1 0.00
C -2.8168 -1.2620 -0.1784 0.0 0.0 0.0 0.00
N -1.5527 -1.4141 0.3719 -0.2 0.1 0.2 0.00
H 3.5996 -2.7767 2.8564 0.0 0.0 0.0 0.00
H 1.8579 -3.6019 4.4000 0.0 0.0 0.0 0.00
H -0.5148 -3.2069 3.8950 0.0 0.0 0.0 0.00
H 3.0025 -1.5415 0.8337 0.0 0.0 0.0 0.00
H -2.4341 -2.4708 3.4467 0.0 0.0 0.0 0.00
H -4.7123 -2.0908 2.5381 0.0 0.0 0.0 0.00
H -6.1190 -1.4916 0.6469 0.0 0.0 0.0 0.00
H -6.3698 -0.7747 -1.7117 0.0 0.0 0.0 0.00
H -4.3346 -0.3958 -3.0835 0.0 0.0 0.0 0.00
H -2.1166 -0.6958 -2.1321 -0.1 0.0 0.1 0.00
C 0.0957 3.7190 2.7149 0.1 0.0 -0.1 0.00
Si -0.3047 1.9196 2.3281 -0.2 0.0 0.3 0.01
C 0.2680 0.9614 3.8512 0.2 0.0 -0.1 0.00
C -2.1914 1.8039 2.1816 0.1 0.0 -0.2 0.00
Si 0.7269 1.1717 0.3355 -0.1 0.1 0.4 0.07
Si 0.1984 2.6931 -1.3967 -0.2 0.2 -0.2 0.03
C -1.5887 2.4720 -1.9829 0.0 -0.1 0.1 0.00
C 0.3085 4.5097 -0.9202 0.0 0.0 0.0 0.01
C 1.3861 2.4537 -2.8540 0.2 -0.1 0.2 0.00
Si 3.0492 1.5389 0.6188 0.1 0.0 -0.1 0.00
C 4.0172 0.5719 -0.6907 -0.1 0.0 0.0 0.00
C 3.7064 1.1485 2.3382 -0.1 0.0 0.0 0.00
C 3.4186 3.3597 0.3286 0.1 -0.1 0.0 0.00
H -0.3454 3.9499 3.6886 0.0 0.0 0.0 0.00
H -0.3221 4.4179 1.9905 0.0 0.0 0.0 0.00
H 1.1694 3.9087 2.7914 0.0 0.0 0.0 0.00
H -0.4850 0.9909 4.6412 -0.1 0.0 0.0 0.00
H 1.1731 1.4265 4.2494 0.0 0.0 0.0 0.00
H 0.5063 -0.0812 3.6464 0.0 -0.1 0.0 0.00
H -2.6573 1.6198 3.1515 0.0 0.0 0.0 0.00
H -2.5147 1.0185 1.4954 0.0 0.0 0.0 0.00
H -2.5927 2.7468 1.8017 0.0 0.0 0.0 0.00
H -2.2535 3.0341 -1.3225 0.0 0.0 0.0 0.00
H -1.9154 1.4331 -1.9405 0.0 0.0 -0.1 0.00
H -1.7513 2.8497 -2.9951 0.0 0.0 0.0 0.00
H -0.4472 4.7928 -0.1873 0.0 0.0 0.0 0.00
H 0.1151 5.0891 -1.8282 0.0 0.0 0.0 0.00
H 1.2821 4.8078 -0.5362 0.0 0.0 0.0 0.00
H 1.6636 1.4085 -3.0068 0.0 0.0 0.0 0.00
H 2.3107 2.9983 -2.6448 0.0 0.0 0.0 0.00
H 0.9928 2.8494 -3.7923 -0.1 0.0 0.0 0.00
H 3.6564 -0.4523 -0.8089 0.0 0.0 0.0 0.00
H 5.0800 0.5201 -0.4468 0.0 0.0 0.0 0.00
H 3.9220 1.0596 -1.6635 0.0 0.0 0.0 0.00
H 3.3091 0.2365 2.7775 0.0 -0.1 0.0 0.00
H 3.4755 1.9695 3.0214 0.0 0.0 0.0 0.00
H 4.7947 1.0636 2.2850 0.0 0.0 0.0 0.00
H 3.1925 3.6694 -0.6916 0.0 0.0 0.0 0.00
H 4.4925 3.5030 0.4818 0.0 0.0 0.0 0.00
H 2.8921 4.0239 1.0166 0.0 -0.1 0.0 0.00
```
Forces are in eV/Å.

Properties
Total charge: +1
Expectation value of S²: 0.758
E (Ha): -2695.540616
2S+1: 2